63
Properties=species:S:1:pos:R:3:forces:R:3:lowdin_spin:R:1 method="wB97M-V/def2-TZVPD" lumo_energy_ev="1.999 / 1.877" homo_ev="-3.29 / -4.44" multiplicity=2 homo_lumo_gap_ev="5.29 / 6.32" total_charge=-1
Ti -0.47050 -0.03882 -0.04333 -0.5 -0.8 0.6 0.067
O -0.96340 3.53822 -2.72797 0.0 0.1 -0.1 0.001
C -2.25660 3.23548 -2.93284 0.0 -0.2 0.1 0.000
C -3.08378 4.22706 -3.46037 0.0 0.1 0.0 0.000
C -4.42625 3.98136 -3.66742 0.1 0.0 0.0 0.000
C -4.97619 2.74174 -3.35109 -0.1 0.0 0.0 0.000
C -4.16418 1.75270 -2.83480 0.0 0.0 0.0 0.000
C -2.80154 1.97504 -2.62900 0.1 0.2 0.0 0.000
C -1.95754 0.90442 -2.07302 -0.1 -0.6 -0.4 0.001
O -0.72660 1.15796 -1.72706 -0.1 -0.1 -0.2 0.015
N -2.46329 -0.29888 -1.96207 -0.5 0.2 -0.3 0.000
N -1.51850 -1.12564 -1.40218 -0.1 -0.6 -0.9 0.000
C -1.53193 -2.37756 -1.66278 -0.1 0.2 -0.1 0.005
C -0.46059 -3.23618 -1.23575 0.3 0.1 0.1 0.001
C -0.48191 -4.60156 -1.54652 -0.1 0.1 0.0 0.000
C 0.62906 -5.39398 -1.36975 0.0 -0.1 0.0 0.001
C 1.81478 -4.81222 -0.92079 -0.1 0.0 0.0 0.001
C 1.86180 -3.47311 -0.60111 0.0 0.1 0.1 0.001
C 0.71483 -2.67030 -0.68052 0.0 -0.4 -0.3 0.001
O 0.76426 -1.40593 -0.29319 0.7 -1.1 -0.5 0.005
H -0.55192 2.77032 -2.27541 0.0 0.0 0.0 0.000
H -2.64710 5.19167 -3.68522 0.0 0.0 0.0 0.000
H -5.05395 4.76552 -4.07299 0.0 0.0 0.0 0.000
H -6.03212 2.55811 -3.50232 0.0 0.0 0.0 0.000
H -4.56150 0.78202 -2.57166 0.0 0.0 0.0 0.000
H -2.33893 -2.77457 -2.27454 0.0 0.0 -0.1 0.000
H -1.39789 -5.01921 -1.94980 0.0 0.0 0.0 0.000
H 0.59145 -6.44979 -1.60271 0.0 0.0 0.0 0.000
H 2.70859 -5.41361 -0.81556 0.0 0.0 0.0 0.000
H 2.78607 -3.02226 -0.26560 0.0 0.0 0.1 0.000
N -4.63756 -0.04302 1.46269 0.0 0.0 0.1 0.025
C -3.29461 0.10620 1.21752 0.3 0.1 0.0 0.046
S -2.31673 -1.33080 1.27106 0.0 0.3 -0.2 0.005
N -2.85801 1.30611 1.00130 -0.5 0.4 0.2 0.004
N -1.51712 1.39814 0.74260 -0.8 1.1 0.6 0.200
C -0.89170 2.57708 0.91901 0.0 0.0 -0.1 0.130
C -1.61211 3.83092 1.22281 -0.1 0.0 0.1 0.011
C -2.71034 4.20306 0.44130 0.1 0.1 0.1 0.012
C -3.34464 5.41597 0.64711 0.0 0.0 0.0 0.000
C -2.90293 6.27796 1.64241 0.0 0.0 0.0 0.012
C -1.83588 5.90354 2.44413 0.0 0.1 0.0 -0.001
C -1.19810 4.68823 2.24188 -0.1 -0.1 0.0 0.013
C 0.49104 2.54420 0.61021 -0.1 0.0 0.0 0.084
C 1.36789 3.65412 0.66917 0.1 0.0 0.0 0.036
C 2.65979 3.53128 0.24824 -0.1 0.0 0.0 0.042
C 3.10958 2.30180 -0.27518 0.0 0.0 0.1 0.080
C 2.23116 1.25249 -0.30087 0.2 0.0 0.0 0.013
N 0.97098 1.33259 0.15500 0.7 1.2 0.2 0.105
H -4.98798 -0.97773 1.36460 -0.1 0.0 -0.1 0.002
H -5.22732 0.70975 1.14896 0.0 0.0 0.0 0.001
H -3.05913 3.53713 -0.33308 0.0 0.0 0.0 0.001
H -4.19128 5.68318 0.02594 0.0 0.0 0.0 0.000
H -3.38925 7.23395 1.79398 0.0 0.0 0.0 0.001
H -1.50295 6.56220 3.23741 0.0 0.0 0.0 0.000
H -0.39312 4.38434 2.89992 0.0 0.0 0.0 0.001
H 0.99432 4.59196 1.04853 0.0 0.0 0.0 0.001
H 3.33657 4.37423 0.30495 0.0 0.0 0.0 0.001
H 4.12088 2.17977 -0.63396 0.0 -0.1 0.0 0.005
H 2.52643 0.29010 -0.69803 0.0 0.0 0.0 -0.001
S 2.23364 -3.04424 3.56519 0.3 0.2 -0.2 0.003
Sb 2.32463 -1.25212 2.19024 -0.2 -0.1 1.0 0.000
S 0.02648 -0.26492 2.52947 0.3 -0.4 0.3 0.051
S 1.57236 0.80433 3.44367 0.5 0.1 -0.1 0.018



64
Properties=species:S:1:pos:R:3:forces:R:3:lowdin_charge:R:1 method="wB97M-V/def2-TZVPD" relative_energy_kcal_mol=60.5 lumo_energy_ev="-3.853 / -3.851" homo_ev="-8.09 / -8.09" multiplicity=1 homo_lumo_gap_ev="4.24 / 4.24" total_charge=0
Pd -0.92615 0.26980 0.24733 1.7 -0.4 0.6 1.243
S -0.61968 1.20714 4.93142 -0.1 -0.4 -1.7 1.142
C 0.02097 2.64964 4.19629 -0.2 -0.6 -1.3 -0.446
C 0.42799 3.81927 4.79951 0.3 0.7 -0.1 -0.091
C 0.89741 4.85298 3.99729 -0.2 -0.4 0.1 -0.066
C 0.97475 4.71123 2.60518 0.0 0.1 0.3 -0.065
C 0.56968 3.55706 1.98575 -0.3 -0.7 0.1 0.012
C 0.06695 2.49733 2.77069 1.1 3.0 1.1 -0.298
N -0.39363 1.34431 2.31954 -2.2 -4.8 -0.2 0.098
C -0.82102 0.50346 3.30458 1.6 3.8 -0.1 -0.455
C -1.36557 -0.73397 3.00665 -1.3 -3.0 -1.3 -0.234
C -1.88186 -1.63675 3.98638 0.8 1.4 -1.0 -0.021
C -2.41068 -2.83883 3.60685 -0.3 -0.8 -0.6 -0.070
C -2.43846 -3.22167 2.26133 0.4 0.8 0.4 -0.036
C -1.94055 -2.35476 1.28057 -0.2 -0.6 -0.4 -0.079
C -1.43788 -1.13098 1.62113 0.0 0.6 1.5 -0.133
H 0.37684 3.93113 5.87015 0.0 0.0 0.1 0.110
H 1.19873 5.78344 4.44944 0.1 0.1 0.1 0.105
H 1.35784 5.52944 2.01182 0.0 0.0 0.0 0.112
H 0.62342 3.42597 0.91421 0.0 0.0 -0.1 0.103
H -1.85085 -1.33509 5.02267 0.0 0.0 0.1 0.102
H -2.81549 -3.50814 4.34941 0.0 0.0 0.1 0.110
H -2.85485 -4.17349 1.97136 0.0 -0.1 0.0 0.110
H -1.95989 -2.67530 0.24579 0.0 0.1 0.0 0.085
C 1.43411 -2.75097 -4.25094 0.0 -0.1 0.0 -0.078
C 0.16908 -3.40035 -3.68973 0.3 0.0 -0.1 -0.232
C -0.74028 -2.36410 -3.15434 -0.6 0.3 -0.2 -0.579
N -0.87135 -2.04259 -1.92750 0.8 -1.0 0.1 0.008
N -1.73240 -1.04475 -1.69657 0.6 1.1 1.7 -0.022
C -2.30328 -0.57915 -2.78039 -0.6 0.6 -0.8 -0.652
N -3.25996 0.35272 -2.80636 0.3 -0.1 0.0 0.159
S -1.75922 -1.39009 -4.23060 0.1 0.0 0.9 1.126
H 2.09911 -3.51221 -4.65051 0.1 0.0 0.0 0.078
H 1.94077 -2.20178 -3.46299 0.1 0.1 0.0 0.055
H 1.18706 -2.04914 -5.04446 0.0 0.1 -0.1 0.077
H 0.42333 -4.07329 -2.87082 -0.1 -0.1 0.0 0.120
H -0.33873 -3.96086 -4.47673 0.0 -0.1 0.1 0.108
H -3.52833 0.81974 -1.95297 0.0 0.1 -0.1 0.068
H -3.66874 0.64134 -3.67776 0.0 0.1 0.1 0.115
Br 2.53075 -1.79836 2.19973 0.4 -0.3 0.3 0.833
C 3.53575 -1.65436 0.59626 0.0 0.0 0.0 -0.577
C 4.81603 -2.18919 0.59093 0.0 -0.1 0.2 -0.130
C 5.59491 -2.11034 -0.54932 -0.1 0.0 0.0 -0.074
C 5.10163 -1.49032 -1.68767 0.0 0.0 0.0 -0.065
C 3.82586 -0.96656 -1.67648 -0.1 0.0 0.0 -0.022
C 3.02069 -1.04951 -0.54486 -0.1 0.0 0.3 -0.151
C 1.62456 -0.51172 -0.66316 0.4 0.3 -2.7 -0.601
O 1.18438 -0.18412 -1.76564 0.6 -0.6 0.6 0.001
O 0.96126 -0.43364 0.41526 -1.9 0.5 1.1 -0.218
H 5.19316 -2.67302 1.48025 0.0 0.0 0.0 0.096
H 6.58731 -2.53532 -0.54368 0.1 0.0 0.0 0.106
H 5.70598 -1.42599 -2.57898 0.1 0.0 -0.1 0.106
H 3.40185 -0.47731 -2.53917 0.0 0.0 -0.1 0.119
N -0.43357 1.85246 -1.12407 -0.4 -0.1 0.3 0.032
C 0.14464 2.46413 -1.94425 -0.7 -0.5 0.7 -0.356
N 0.77202 3.26206 -2.65269 0.5 0.4 1.2 0.097
C 1.00871 3.56704 -3.86863 0.1 0.2 -1.2 -0.425
N 1.29157 3.94902 -4.92265 0.0 0.0 -0.5 0.079
B -5.07218 2.15553 0.05666 -0.8 0.3 0.1 -0.408
C -3.75642 1.41347 0.24866 1.4 -0.6 0.2 -0.175
N -2.72535 0.88894 0.34586 -1.8 0.8 0.0 -0.001
H -4.87661 3.02921 -0.73436 0.2 0.2 -0.2 0.019
H -5.37643 2.59279 1.13038 0.0 0.1 0.2 0.016
H -5.90966 1.40738 -0.35104 -0.1 -0.4 -0.1 0.012



56
Properties=species:S:1:pos:R:3:forces:R:3:lowdin_charge:R:1 method="wB97M-V/def2-TZVPD" relative_energy_kcal_mol=2.7 lumo_energy_ev=-0.656 homo_ev=-7.16 multiplicity=1 homo_lumo_gap_ev=6.51 total_charge=0
Ba 1.76618 0.25416 -1.87506 0.2 0.1 0.2 1.803
C -0.72835 4.51217 -1.71871 0.0 0.0 0.0 -0.074
O -1.50665 3.88511 -0.71309 0.0 0.0 0.0 -0.114
C -0.83882 3.48080 0.41929 0.0 0.0 0.0 -0.244
C -1.28096 3.98561 1.62346 0.0 0.0 0.0 -0.010
C -0.69063 3.58828 2.82159 0.0 0.0 0.0 -0.095
C 0.35067 2.68912 2.77713 0.0 0.0 0.0 -0.062
C 0.81278 2.14356 1.56994 0.0 0.0 0.1 -0.157
C 1.89590 1.17469 1.69541 -0.1 0.0 -0.1 -0.103
N 2.39811 0.45170 0.76416 0.0 0.0 -0.1 -0.125
N 3.40384 -0.40537 1.22135 0.0 0.0 -0.1 0.037
C 3.95118 -1.08777 0.25585 0.1 -0.2 0.1 -0.516
O 3.66687 -1.01936 -1.00283 -0.2 0.1 -0.1 -0.402
C 5.00956 -2.06965 0.66010 0.0 0.0 0.0 -0.151
C 5.61746 -2.85594 -0.31210 0.0 0.0 0.0 -0.037
C 6.58497 -3.78709 0.03863 0.0 0.0 0.0 -0.090
C 6.95461 -3.93947 1.36636 0.0 0.0 0.0 -0.100
C 6.35218 -3.15485 2.34263 0.0 0.0 0.0 -0.089
C 5.38587 -2.22619 1.99265 0.0 0.0 0.0 -0.036
C 0.20793 2.52591 0.34637 -0.1 0.1 -0.1 -0.362
O 0.55233 2.02808 -0.81684 0.1 -0.1 0.0 -0.511
H -1.42828 5.04823 -2.35815 0.0 0.0 0.0 0.088
H -0.02467 5.22542 -1.27994 0.0 0.0 0.0 0.098
H -0.17431 3.78033 -2.30629 0.0 0.0 0.0 0.069
H -2.09660 4.69809 1.60386 0.0 0.0 0.0 0.119
H -1.03541 3.98783 3.76536 0.0 0.0 0.0 0.096
H 0.82889 2.37564 3.69816 0.0 0.0 0.0 0.106
H 2.30119 1.04639 2.70027 0.0 0.0 0.0 0.120
H 5.31885 -2.72961 -1.34339 0.0 0.0 0.0 0.103
H 7.04938 -4.39517 -0.72770 0.0 0.0 0.0 0.098
H 7.70850 -4.66624 1.64185 0.0 0.0 0.0 0.097
H 6.63665 -3.27047 3.38092 0.0 0.0 0.0 0.098
H 4.90641 -1.61232 2.74208 0.0 0.0 0.0 0.102
Te -1.25328 -0.55496 -0.29598 -0.1 -0.1 0.2 1.375
C -2.44984 -2.28392 -0.53380 0.0 0.0 0.0 -0.532
C -2.82675 -3.00285 0.59612 0.0 0.0 0.0 -0.148
C -3.61527 -4.13933 0.47117 0.0 0.0 0.0 -0.087
C -4.04161 -4.55518 -0.78088 0.0 0.0 0.0 -0.088
C -3.67273 -3.83737 -1.91079 0.0 0.0 0.0 -0.087
C -2.87314 -2.71063 -1.78830 0.0 0.0 0.0 -0.141
C -2.67889 0.80729 -1.02705 0.0 0.0 -0.1 -0.519
C -3.54106 1.42891 -0.13383 0.0 0.0 0.0 -0.134
C -4.48096 2.33699 -0.59993 0.0 0.0 0.0 -0.076
C -4.56032 2.62583 -1.95362 0.0 0.0 0.0 -0.080
C -3.69730 2.00675 -2.84714 0.0 0.0 0.0 -0.084
C -2.75484 1.10068 -2.38407 0.0 0.0 0.0 -0.144
H -2.50902 -2.67239 1.57702 0.0 0.0 0.0 0.089
H -3.90212 -4.69294 1.35598 0.0 0.0 0.0 0.104
H -4.66166 -5.43693 -0.87853 0.0 0.0 0.0 0.103
H -4.00452 -4.15862 -2.88985 0.0 0.0 0.0 0.103
H -2.58683 -2.15726 -2.67449 0.0 0.0 0.0 0.090
H -3.47187 1.21786 0.92566 0.0 0.0 0.0 0.101
H -5.14449 2.82601 0.10146 0.0 0.0 0.0 0.107
H -5.29238 3.33704 -2.31410 0.0 0.0 0.0 0.104
H -3.75648 2.23133 -3.90471 0.0 0.0 0.0 0.103
H -2.08028 0.62207 -3.08365 0.0 0.0 0.0 0.087



83
Properties=species:S:1:pos:R:3:forces:R:3:lowdin_charge:R:1 method="wB97M-V/def2-TZVPD" lumo_energy_ev=-1.341 homo_ev=-9.50 multiplicity=1 homo_lumo_gap_ev=8.15 total_charge=0
O 4.74914 -3.90161 2.18082 0.2 0.1 0.0 -0.522
P 3.59900 -3.51688 3.02085 -0.3 0.1 0.6 0.698
C 1.89038 -3.82060 2.38168 0.2 0.7 1.2 -0.441
C 1.35396 -5.04750 2.75447 -0.4 -0.3 0.6 -0.063
C 0.06306 -5.38106 2.40193 0.2 0.6 -0.5 -0.207
F -0.47427 -6.54598 2.75461 0.2 0.0 0.2 0.118
C -0.68109 -4.47021 1.67148 -0.6 -0.2 -0.2 -0.002
C -0.12753 -3.25078 1.27379 0.2 0.1 0.1 -0.044
C 1.17632 -2.88404 1.61887 -0.4 0.0 0.1 -0.211
C 1.77452 -1.55076 1.19806 0.0 -0.4 0.7 -0.124
C 0.88258 -0.33800 1.51603 0.6 0.5 -0.3 -0.186
C 1.66857 0.92656 1.91523 -0.7 0.2 -0.2 -0.219
C 0.66528 1.86921 2.59730 -0.1 -0.4 -0.9 -0.279
S 1.21192 3.57212 2.59387 0.6 0.1 1.7 0.327
O 2.63968 3.60263 2.59821 0.1 -0.1 -0.6 -0.330
O 0.54756 4.25928 3.65525 -0.6 0.1 -0.4 -0.335
Cl 0.57909 4.33676 0.81178 0.0 -0.3 0.1 0.371
C -1.03674 -2.36686 0.47183 -0.2 -0.4 0.2 -0.289
O -0.68818 -1.75185 -0.50010 0.2 0.3 -0.2 0.140
C -2.44925 -2.34457 0.96522 0.5 0.1 -0.1 -0.063
C -3.14118 -1.14992 1.02566 -0.5 -0.6 0.2 0.080
C -4.44074 -1.19802 1.52458 -0.2 0.6 -0.6 -0.110
C -5.18361 0.13062 1.63003 0.9 -0.9 1.2 -0.416
F -6.50078 -0.01587 1.39974 0.3 0.5 -0.1 0.053
F -4.62522 1.00021 0.75052 -0.6 0.3 -0.2 0.059
C -4.95122 0.73992 3.06332 0.1 -0.1 0.1 -0.265
F -4.18351 -0.11286 3.80056 0.0 0.0 0.0 0.071
F -6.11150 0.87974 3.72586 -0.1 0.2 -0.1 0.101
C -5.01706 -2.38740 1.93860 0.1 -0.5 0.2 -0.043
C -4.30350 -3.58251 1.86901 0.1 0.2 -0.2 0.036
C -3.00772 -3.54970 1.37984 0.2 0.0 0.1 -0.069
C -2.11706 -4.75657 1.28932 0.1 0.5 0.2 -0.264
O -2.50000 -5.83080 0.92465 -0.2 -0.5 0.1 0.165
H 3.61196 -2.15502 3.38291 -0.2 -0.2 0.2 0.020
H 3.57603 -4.21686 4.24742 -0.2 0.2 0.0 0.029
H 1.91722 -5.77480 3.33044 0.1 0.1 0.0 0.127
H 2.07516 -1.62700 0.15087 -0.2 0.2 0.0 0.133
H 2.69166 -1.42504 1.77591 0.1 0.0 -0.2 0.069
H 0.18566 -0.55195 2.33414 0.0 -0.3 -0.1 0.127
H 0.31806 -0.06426 0.62674 -0.3 -0.1 0.2 0.096
H 2.01366 1.43866 1.01506 0.4 -0.2 0.1 0.049
H 2.51044 0.71474 2.57323 0.0 0.1 0.0 0.120
H -0.28545 1.84573 2.05592 0.1 0.1 0.0 0.092
H 0.43936 1.55321 3.61596 0.2 0.5 0.2 0.117
H -2.68838 -0.21593 0.72479 0.0 -0.1 -0.2 0.124
H -4.40606 1.68520 3.01698 -0.2 0.1 -0.1 0.169
H -6.01475 -2.42133 2.35570 0.0 0.2 0.0 0.082
H -4.72930 -4.51546 2.21481 -0.1 0.0 -0.1 0.132
C 1.86715 3.05760 -3.20685 -0.1 0.0 -0.1 -1.633
Br 1.48417 2.21335 -4.88899 0.0 0.0 0.0 0.582
Br 0.61253 4.45960 -2.80008 0.0 -0.1 -0.1 0.555
Br 1.99510 1.76554 -1.78102 0.0 0.0 -0.1 0.593
H 2.83850 3.51952 -3.30084 0.0 0.0 0.1 -0.120
C 4.71572 0.63656 -7.66839 0.0 0.0 -0.1 -1.636
Br 3.62309 -0.90049 -7.29216 0.0 0.1 0.0 0.578
Br 3.75424 1.96835 -8.67602 0.0 -0.1 0.1 0.571
Br 5.49021 1.36713 -6.05921 0.0 0.0 0.0 0.577
H 5.53597 0.30270 -8.28723 0.0 0.0 0.0 -0.032
C 6.19016 4.59020 -3.88219 0.0 0.0 0.0 -1.626
Br 8.10252 4.53040 -3.69530 -0.1 0.0 0.0 0.593
Br 5.29642 3.88896 -2.32492 0.1 0.0 0.0 0.623
Br 5.56316 6.36017 -4.30709 0.0 0.0 0.0 0.612
H 5.93111 3.95430 -4.71767 0.0 0.0 0.0 -0.088
C -9.83962 -2.12097 0.04904 0.0 0.0 0.0 -1.629
Br -7.96125 -2.32184 0.42655 -0.4 -0.2 -0.2 0.676
Br -10.92854 -2.87073 1.44863 0.0 0.0 0.0 0.576
Br -10.29576 -0.28415 -0.30396 0.0 -0.1 0.0 0.579
H -10.04811 -2.68039 -0.85151 0.0 0.0 0.0 -0.031
C 2.69524 -5.59696 -1.39933 0.0 0.1 0.1 -1.554
Br 3.97587 -5.18672 -2.78112 -0.1 0.0 0.1 0.577
Br 3.16525 -4.76957 0.28708 0.8 -1.2 -2.7 0.889
Br 0.89736 -5.14679 -1.94782 0.1 0.0 0.0 0.597
H 2.72145 -6.66718 -1.24986 0.0 0.0 0.0 -0.028
C -3.98449 3.23443 -2.17182 -0.1 -0.1 0.0 -1.637
Br -2.48650 2.82552 -1.03342 0.1 0.0 0.0 0.548
Br -3.80373 4.97327 -2.97724 0.0 -0.1 0.0 0.579
Br -4.26764 1.86040 -3.48842 0.0 0.0 0.0 0.584
H -4.86370 3.26157 -1.54396 0.0 0.0 0.0 -0.032
C 5.72725 8.74805 -1.14485 0.0 0.0 0.0 -1.659
Br 7.64466 8.69417 -0.96170 -0.1 0.0 0.0 0.560
Br 4.84404 8.00985 0.39761 0.0 0.0 -0.1 0.570
Br 5.10101 10.52478 -1.54651 0.0 -0.1 0.0 0.566
H 5.46780 8.12241 -1.98660 0.0 0.0 0.0 -0.102